# C35H49F3N2O6Ti

A structure of composition C35H49F3N2O6Ti (ωB97M-V with the def2-TZVPD basis set, OMol25).

```
96
Properties=species:S:1:pos:R:3:forces:R:3:mulliken_charge:R:1
Ti -0.16949 1.11025 -2.06319 0.3171 2.3344 2.5756 -1.74
C 4.92086 1.65607 3.57911 -0.0826 -0.0253 -0.0295 -2.29
C 3.41170 1.45615 3.42911 -0.0433 0.0044 0.0682 2.17
C 2.99172 0.28498 4.32904 0.0216 0.0631 -0.0386 -1.43
C 2.71087 2.74169 3.90056 0.0442 -0.0666 -0.0130 -1.58
C 2.99657 1.18146 1.98322 0.2278 -0.0123 -0.0785 -0.65
C 1.65496 0.97077 1.69521 -0.4447 -0.0668 -0.2021 -0.55
C 1.23007 0.82677 0.37792 0.9360 0.0595 -0.0585 -0.05
N -0.04520 0.70685 -0.12246 -0.0076 0.4265 -1.5850 0.87
C -1.26127 0.46081 0.46825 -0.8052 0.0343 0.0058 0.19
C -1.54007 0.00317 1.75311 0.3399 -0.0095 -0.2237 -0.59
C -2.85347 -0.24486 2.12753 -0.2815 -0.0140 -0.1240 -0.97
C -3.84594 -0.13720 1.15479 0.0803 -0.1507 0.2929 -0.29
C -3.61276 0.27232 -0.15704 0.3296 0.3320 -0.5293 0.22
C -2.31177 0.69590 -0.46873 -0.5507 -0.5984 1.6603 0.81
O -1.91788 1.30935 -1.58410 -0.7455 -0.2661 -0.0190 -0.44
C -4.77204 0.30091 -1.16463 -0.0139 0.1142 0.1076 2.17
C -5.54537 1.61324 -0.96486 0.0163 -0.0884 -0.0453 -1.66
C -5.70721 -0.89199 -0.92039 -0.0218 0.0790 -0.0031 -1.84
C -4.30883 0.20740 -2.62736 0.0201 0.0422 0.1253 -1.63
C -3.23858 -0.57634 3.56885 -0.0492 0.0273 0.0295 2.10
C -2.01565 -0.76010 4.47019 -0.0885 -0.0016 -0.0463 -2.08
C -4.06442 0.60179 4.11404 0.0547 -0.1003 0.0301 -1.69
C -4.07650 -1.86094 3.63117 0.0590 0.0555 -0.0135 -1.78
C 2.17613 0.89219 -0.68689 0.6545 -0.0671 1.6204 0.74
O 1.63938 0.80045 -1.90457 0.6026 -0.3184 -0.0404 0.03
C 3.54099 1.04872 -0.40501 -0.3997 -0.1027 -0.5119 -0.57
C 3.90700 1.19148 0.93047 0.0524 0.0531 0.3460 -0.36
C 4.57927 1.06502 -1.53004 -0.0457 0.0070 -0.0497 2.45
C 4.55724 -0.29885 -2.24049 0.0172 0.1025 0.0246 -1.52
C 4.25906 2.17938 -2.54212 0.0163 -0.0916 0.1120 -1.45
C 5.99304 1.30807 -1.00005 -0.0279 -0.0274 -0.0401 -2.40
H 5.15716 1.86480 4.62405 0.0003 -0.0052 0.0028 0.46
H 5.26917 2.50048 2.98220 0.0409 -0.0108 0.0082 0.41
H 5.47190 0.76156 3.28171 0.0323 0.0232 -0.0159 0.39
H 3.28898 0.47956 5.36223 -0.0121 -0.0156 0.0066 0.47
H 3.47029 -0.63928 3.99932 -0.0107 -0.0148 0.0172 0.34
H 1.91131 0.13456 4.31258 -0.0012 -0.0177 0.0030 0.16
H 3.00398 2.98733 4.92438 0.0077 -0.0129 -0.0048 0.43
H 1.62639 2.63314 3.87511 -0.0168 0.0175 0.0004 0.31
H 2.98049 3.57606 3.25088 -0.0137 0.0225 0.0228 0.35
H 0.91796 0.97119 2.48522 0.0137 0.0553 0.0326 0.64
H -0.72670 -0.19518 2.43411 -0.0066 0.0826 0.0061 0.74
H -4.86104 -0.38616 1.43377 0.0346 0.0198 0.0212 0.25
H -5.95880 1.66365 0.04409 -0.0074 0.0228 -0.0005 0.31
H -6.36710 1.69216 -1.68173 0.0035 0.0087 0.0050 0.45
H -4.87665 2.46433 -1.10273 -0.0351 0.0279 -0.0144 0.31
H -6.18764 -0.85323 0.05658 -0.0144 -0.0376 -0.0263 0.39
H -5.15432 -1.83077 -0.99748 -0.0358 -0.0267 0.0155 0.38
H -6.49908 -0.89429 -1.67218 0.0030 -0.0043 0.0043 0.47
H -3.87070 1.14029 -2.96890 0.0791 0.0193 -0.0260 0.30
H -5.16862 -0.01809 -3.26236 0.0125 -0.0037 0.0072 0.53
H -3.56638 -0.58446 -2.75146 -0.0083 -0.0209 -0.0379 0.08
H -1.40964 0.14669 4.50956 0.0362 -0.0233 -0.0002 0.38
H -1.39313 -1.59098 4.13117 0.0425 0.0248 0.0144 0.38
H -2.34777 -0.98128 5.48603 0.0168 -0.0075 0.0069 0.51
H -3.47977 1.52243 4.07185 -0.0202 0.0138 0.0118 0.34
H -4.35280 0.42015 5.15282 -0.0090 0.0042 -0.0112 0.47
H -4.96924 0.74955 3.52408 -0.0188 0.0138 0.0110 0.31
H -3.52821 -2.69555 3.18963 -0.0187 -0.0194 0.0070 0.37
H -5.02031 -1.75148 3.09712 -0.0079 -0.0300 -0.0151 0.32
H -4.30605 -2.11086 4.66955 -0.0175 0.0043 -0.0045 0.45
H 4.95116 1.33893 1.15933 -0.0485 0.0037 -0.0231 0.61
H 3.56314 -0.50229 -2.63547 -0.0165 -0.0241 -0.0394 0.12
H 4.83185 -1.09466 -1.54372 0.0037 -0.0086 -0.0112 0.35
H 5.26975 -0.30271 -3.06959 -0.0026 -0.0198 0.0010 0.45
H 3.33859 1.96416 -3.07628 -0.0647 0.0344 -0.0415 0.09
H 5.06702 2.26482 -3.27275 0.0023 -0.0026 0.0058 0.49
H 4.14434 3.13920 -2.03614 0.0080 0.0159 -0.0284 0.34
H 6.30539 0.52538 -0.30587 0.0194 0.0259 0.0162 0.44
H 6.06752 2.27546 -0.50012 0.0374 -0.0116 0.0126 0.46
H 6.69280 1.30912 -1.83783 0.0007 -0.0006 -0.0015 0.43
F -1.21545 2.44007 -3.87459 0.2620 0.0495 -0.0964 -0.21
C 0.11452 2.70427 -4.08045 -0.1167 0.9241 -0.6231 0.85
F 0.24238 3.31165 -5.23363 0.0853 0.0094 0.1279 -0.27
F 0.64387 1.43016 -4.22744 0.0480 0.2378 0.1963 -0.21
C 0.69918 3.50889 -2.79508 0.0700 0.2197 -1.0306 0.57
O 1.41601 4.44169 -3.02818 -0.0604 -0.0466 0.0694 -0.60
O 0.24560 3.00314 -1.72286 0.1355 0.6925 -0.4019 -0.38
O 1.21765 -1.65814 -3.23095 -0.0179 -0.1125 -0.1117 -0.35
C 0.09891 -1.69047 -2.58460 0.3311 0.0073 0.0875 -0.11
O -0.55246 -0.66012 -2.40986 -0.9957 -3.6869 -1.5664 -0.18
C -0.32146 -3.02424 -2.02092 -0.1064 -0.1501 0.2383 0.46
N 0.87364 -3.87017 -1.91867 -0.0501 0.0809 -0.0628 -0.46
C 0.58105 -5.18959 -2.49200 0.0098 -0.1159 -0.1508 -0.69
C -0.38420 -4.85067 -3.62017 0.0301 0.0174 0.1262 -0.70
C -1.27497 -3.78256 -2.97893 0.0527 0.1262 -0.1621 -0.71
H -0.82012 -2.82327 -1.07044 0.0766 0.0392 0.0327 0.56
H 1.24553 -3.91102 -0.97943 0.0095 0.0369 -0.0025 0.23
H 1.61239 -2.54988 -3.06010 0.1576 -0.2223 0.0037 0.45
H 0.10039 -5.86435 -1.77464 0.0167 0.0637 0.0353 0.34
H 1.50255 -5.65671 -2.83785 -0.0266 -0.0169 0.0018 0.37
H -0.94889 -5.71758 -3.95584 -0.0142 0.0187 -0.0383 0.43
H 0.15882 -4.44093 -4.47387 0.0123 -0.0167 -0.0016 0.25
H -2.06931 -4.24677 -2.39775 -0.0178 0.0365 0.0300 0.42
H -1.73330 -3.11209 -3.70508 -0.0812 -0.0425 0.0150 0.32
```
Forces are in eV/Å.

Summary:
ΔE to the lowest compared entry with this formula, charge and spin = 61.26 kJ/mol
Multiplicity = 1
HOMO energy (alpha / beta) = -6.64 / -6.64 eV
Maximum force = 4.1 eV Å⁻¹
Charge = 0

# C35H49Ge2N2S2Sr

A structure of composition C35H49Ge2N2S2Sr (ωB97M-V with the def2-TZVPD basis set, OMol25).

```
91
Properties=species:S:1:pos:R:3:forces:R:3:mulliken_charge:R:1
Sr 2.34449 0.33728 -1.12446 0.2527 -0.0258 0.1851 0.89
C -1.31212 1.59796 3.32658 0.0044 -0.0149 -0.0141 -1.30
C -0.97308 0.30285 2.58501 -0.0296 -0.0042 0.0284 0.76
C 0.27026 -0.37230 3.10698 0.0917 -0.0372 -0.0044 0.21
C 0.15606 -1.26692 4.16725 -0.0484 0.0067 -0.0195 -0.81
C 1.26343 -1.91369 4.68387 0.0005 -0.0512 0.0623 -1.10
C 2.51251 -1.66861 4.13754 0.0067 0.0613 0.0218 -0.68
C 2.67470 -0.77944 3.08238 -0.0429 0.0834 -0.0997 0.74
C 4.05619 -0.51688 2.53926 -0.1064 0.2316 0.0743 -0.11
C 4.72496 0.71675 3.15647 -0.0969 -0.1092 0.1139 -1.41
C 1.54168 -0.12925 2.56680 -0.0029 -0.1008 -0.0199 -0.46
N 1.67308 0.72582 1.43661 0.0504 0.0887 0.0100 1.39
C 1.72246 1.99533 1.66694 -0.1008 0.0841 0.0405 -0.64
C 1.77044 3.03304 0.69208 -0.0465 0.0401 -0.0318 -0.07
C 1.74709 4.40420 0.98276 0.0349 -0.0147 0.0142 -1.19
C 1.72214 5.06123 -0.24537 -0.0134 -0.0118 -0.0404 -0.70
C 1.72881 4.04870 -1.21519 0.0367 0.0230 0.0000 -0.91
N 1.74994 2.82477 -0.66941 -0.0320 -0.0867 0.0182 0.41
H -2.27287 1.99669 2.99630 0.0114 -0.0115 0.0006 0.36
H -0.55745 2.36659 3.15427 0.0079 0.0044 0.0007 0.17
H -1.36588 1.41718 4.40212 -0.0014 0.0101 0.0005 0.44
H -0.86983 0.50374 1.51819 0.0062 -0.0179 -0.0310 -0.98
H -1.80913 -0.39172 2.69495 -0.0002 -0.0119 -0.0073 0.70
H -0.82894 -1.46633 4.57678 0.0071 0.0085 0.0052 0.44
H 1.15169 -2.61322 5.50325 0.0096 -0.0072 -0.0128 0.39
H 3.38768 -2.17369 4.53094 -0.0008 -0.0133 0.0003 0.44
H 4.03612 -0.38367 1.45499 -0.0655 -0.0823 0.0389 -0.36
H 4.66678 -1.39615 2.74180 -0.0004 -0.0048 0.0278 0.64
H 4.15089 1.61599 2.93721 -0.0025 0.0693 -0.0348 0.21
H 5.72928 0.85253 2.75602 0.0091 -0.0038 -0.0544 0.39
H 4.79648 0.62551 4.24414 -0.0175 -0.0273 -0.0368 0.33
H 1.69441 2.35269 2.70197 0.0535 -0.0317 0.0213 0.41
H 1.75013 4.84197 1.97050 0.0008 0.0044 -0.0033 0.50
H 1.71017 6.12479 -0.42585 -0.0017 0.0011 0.0005 0.42
H 1.72706 4.17439 -2.28999 0.0040 0.0027 0.0035 0.54
C 5.98039 -1.75790 0.08729 -0.0071 -0.0597 -0.0365 -1.54
C 4.84630 -1.38469 -0.86413 -0.1459 0.0501 -0.0562 0.56
S 5.08123 0.23088 -1.59274 -0.0978 -0.2935 -0.0231 -0.39
C 3.82379 -2.26472 -1.07375 0.0533 0.1401 -0.0381 0.26
C 3.70965 -3.53038 -0.24566 0.0386 0.0188 -0.0266 -1.54
S 2.52320 -2.19165 -2.30475 0.1094 0.1432 0.1182 -0.40
H 6.76193 -1.00544 0.02186 0.0152 0.0084 -0.0096 0.39
H 6.41327 -2.72565 -0.17993 0.0110 -0.0019 -0.0173 0.40
H 5.66698 -1.81963 1.13133 0.0667 -0.0519 -0.1571 0.24
H 4.48288 -3.63405 0.51571 0.0065 0.0205 -0.0182 0.39
H 3.74105 -4.40587 -0.89949 0.0138 -0.0148 0.0116 0.37
H 2.73763 -3.55244 0.25442 -0.0068 -0.0111 -0.0046 0.09
C -1.27213 4.04452 -3.45621 -0.0051 -0.0179 0.0043 -1.38
C -0.76373 2.60556 -3.36926 0.0170 0.0316 0.0212 -0.35
Ge -1.43294 1.66110 -1.77650 -0.0200 -0.0412 0.0597 0.16
C -1.41725 2.81225 -0.17370 0.0107 0.0269 -0.0212 1.22
C -2.82088 3.10252 0.35463 0.0197 -0.0084 -0.0131 -1.61
C -3.26530 0.96228 -1.99554 -0.0532 0.0276 -0.0129 -0.24
C -3.21058 -0.37093 -1.82247 0.0383 -0.0131 -0.0040 -0.93
Ge -1.26605 -0.80418 -1.78171 0.0490 -0.0522 0.0309 -0.31
C -0.67274 -1.48410 -3.53585 0.0402 -0.0333 -0.0189 -0.47
C -0.64229 -3.00603 -3.67336 -0.0133 0.0130 -0.0049 -1.24
C -0.70632 -1.96103 -0.28381 -0.0174 -0.0040 0.0011 0.65
C -1.89412 -2.52495 0.49846 0.0183 0.0287 -0.0011 -1.49
C -4.39730 -1.24626 -1.74882 -0.0308 -0.0023 -0.0443 0.07
C -5.57757 -0.79762 -1.15246 -0.0222 -0.0437 0.0103 -0.52
C -6.69667 -1.61391 -1.08605 0.0106 0.0341 0.0055 -0.70
C -6.65955 -2.89615 -1.61550 -0.0043 -0.0206 -0.0150 -0.37
C -5.49025 -3.35832 -2.20421 0.0021 0.0047 -0.0005 -0.70
C -4.37017 -2.54365 -2.26064 -0.0138 0.0273 0.0339 0.38
H -0.94025 4.53823 -4.37299 0.0101 -0.0008 0.0026 0.37
H -0.91022 4.63636 -2.61310 -0.0034 0.0016 -0.0104 0.30
H -2.36444 4.08334 -3.44120 -0.0048 -0.0055 -0.0065 0.37
H 0.32871 2.59107 -3.35230 -0.0133 0.0011 0.0020 0.34
H -1.07380 2.02152 -4.23890 -0.0105 0.0120 -0.0125 0.54
H -0.89768 3.73738 -0.43047 0.0061 0.0001 -0.0216 0.38
H -0.80458 2.34614 0.59458 -0.0216 0.0004 -0.0022 -0.99
H -3.44569 3.58520 -0.40098 0.0053 0.0039 -0.0043 0.40
H -2.78533 3.76412 1.22438 0.0045 -0.0072 0.0000 0.43
H -3.33237 2.18406 0.65183 -0.0140 -0.0057 0.0089 0.33
H -4.21705 1.47397 -2.15197 0.0204 0.0244 -0.0007 0.50
H 0.33675 -1.09929 -3.69696 -0.0094 0.0028 -0.0225 0.48
H -1.31701 -1.02679 -4.29204 -0.0202 0.0033 0.0063 0.48
H 0.00453 -3.45014 -2.91645 -0.0054 0.0095 0.0007 0.22
H -0.23738 -3.30072 -4.64416 -0.0093 0.0112 -0.0072 0.38
H -1.63698 -3.44919 -3.58834 -0.0103 -0.0125 0.0113 0.34
H -0.04910 -1.39635 0.38208 -0.0112 0.0381 0.0192 -0.36
H -0.08368 -2.75225 -0.70433 -0.0080 -0.0018 0.0018 0.48
H -2.58446 -1.73850 0.81322 0.0092 0.0059 0.0112 0.22
H -1.55862 -3.05249 1.39483 0.0015 -0.0091 -0.0019 0.41
H -2.47203 -3.22493 -0.10773 0.0000 -0.0129 0.0037 0.47
H -5.60460 0.19553 -0.72093 0.0052 0.0002 0.0014 0.38
H -7.59952 -1.24950 -0.61115 -0.0006 -0.0025 -0.0022 0.38
H -7.53291 -3.53382 -1.56219 0.0029 -0.0035 0.0043 0.37
H -5.44754 -4.35933 -2.61531 -0.0016 -0.0005 0.0014 0.39
H -3.45684 -2.91130 -2.71025 0.0178 -0.0087 -0.0146 0.33
```
Forces are in eV/Å.

Summary:
ΔE to the lowest compared entry with this formula, charge and spin = 7.03 kJ/mol
Multiplicity = 1
HOMO energy = -3.59 eV
Maximum force = 0.3 eV Å⁻¹
Charge = -1